[1]
Below is a structure of composition C3H5N3OS in a non-equilibrium geometry, with properties calculated with wB97M-V/def2-TZVPD.

Properties
gap between HOMO and LUMO = 8.195 eV
F_max = 4.82 eV/Å
charge = 0
energy relative to the best compared isomer or geometry (same formula, charge and spin) = 101.4 kcal per mole
highest occupied orbital energy = -0.2984 hartree
E_tot = -754.8775 Ha

XYZ file:
```
13
Properties=species:S:1:pos:R:3:mulliken_charge:R:1
C 1.35180 2.40082 0.71569 -0.28
C 0.41245 -0.92872 -0.27026 0.41
C -1.94780 -1.56549 -0.83269 -0.20
H 2.45072 2.42985 1.11136 0.25
H 0.73958 3.54898 0.31581 0.23
H 2.11895 -0.27384 0.62225 0.31
H -1.41669 0.06189 0.34925 0.30
H -2.92622 -1.11544 -0.65563 0.27
N 0.60534 1.30542 0.41531 -0.32
N 1.06464 -0.09253 0.56519 -0.11
N -1.05704 -0.68560 -0.24216 -0.14
O 0.91351 -1.97071 -0.68259 -0.52
S -2.30925 -3.11462 -1.41153 -0.21
```


[2]
Below is the molecule C3H8P2 in a non-equilibrium geometry, with properties calculated with wB97M-V/def2-TZVPD.

Properties
structure (SMILES) = CCC=P#[PH2]
gap between HOMO and LUMO = 9.107 eV
F_max = 4.32 eV/Å
charge = 0
energy relative to the best compared isomer or geometry (same formula, charge and spin) = 17.6 kcal per mole
highest occupied orbital energy = -0.3196 hartree
E_tot = -801.7234 Ha

XYZ file:
```
13
Properties=species:S:1:pos:R:3:mulliken_charge:R:1
C 1.91041 0.74922 0.16435 -1.13
C 1.37224 -0.57683 -0.34729 -0.23
C -0.21458 -0.55061 -0.33997 -0.24
P -1.17951 0.73823 -0.25077 -0.10
P -3.09544 -0.33819 -0.02599 -0.20
H 3.02529 0.63546 0.15644 0.32
H 1.59290 1.57955 -0.47356 0.33
H 1.43981 1.01495 1.17590 0.31
H 1.55629 -1.33934 0.45782 0.21
H 1.61446 -1.03038 -1.28469 0.35
H -0.77423 -1.47633 -0.05997 0.23
H -3.69289 0.84542 -0.57999 0.06
H -3.55475 -0.25114 1.40770 0.08
```


[3]
Below is a structure of composition C23H52MnN11O16 in a non-equilibrium geometry, with properties calculated with wB97M-V/def2-TZVPD.

Properties
gap between HOMO and LUMO (spin up / spin down) = 8.319 / 8.624 eV
F_max = 2.78 eV/Å
charge = -1
energy relative to the best compared isomer or geometry (same formula, charge and spin) = 0.0 kcal per mole
multiplicity = 6
highest occupied orbital energy (spin up / spin down) = -0.2354 / -0.2467 hartree
E_tot = -3864.5955 Ha
<S²> = 8.752

XYZ file:
```
103
Properties=species:S:1:pos:R:3:mulliken_charge:R:1
Mn 15.61260 -11.33563 -11.01207 2.48
N 18.53562 -11.80420 -11.84160 0.46
O 18.11534 -12.79297 -12.43390 -0.72
O 17.72366 -11.05131 -11.18143 -0.29
O 19.72744 -11.47729 -11.79552 -0.70
N 14.97203 -14.32469 -10.42611 0.57
O 15.73356 -13.53300 -11.19198 -0.10
O 14.50335 -15.34511 -10.94253 -0.69
O 14.80458 -13.99121 -9.24889 -0.51
N 12.70037 -8.56845 -8.45327 0.68
O 13.76715 -8.89392 -9.06237 -0.41
O 11.68710 -9.29647 -8.59352 -0.59
O 12.63385 -7.60483 -7.67754 -0.71
C 17.13982 -15.45398 -13.63220 0.39
C 18.11690 -16.39838 -14.10990 0.12
N 18.86849 -17.08935 -14.60427 -0.51
H 16.42794 -15.32283 -14.44586 0.20
H 17.49875 -14.47131 -13.31126 -0.17
H 16.51794 -15.88188 -12.81770 0.22
C 12.48673 -10.94597 -10.81142 -0.38
O 13.54336 -11.43679 -11.19822 -0.56
N 11.37745 -11.70155 -10.68732 0.34
C 10.14052 -11.06571 -10.21801 -0.99
C 11.55560 -13.12621 -10.85487 -0.92
H 12.42674 -9.84503 -10.57782 0.43
H 9.71483 -11.73776 -9.48812 0.37
H 9.48701 -10.88172 -11.07461 0.29
H 10.38572 -10.14019 -9.73560 0.40
H 12.49993 -13.43196 -10.36530 0.22
H 10.71740 -13.67493 -10.46112 0.39
H 11.77522 -13.29348 -11.89258 0.22
C 15.23899 -8.12902 -11.67856 0.09
O 15.86438 -9.16670 -11.51877 -0.67
N 15.32724 -7.45836 -12.85720 0.28
C 14.61004 -6.25186 -13.03688 -1.02
C 16.03712 -8.02962 -13.98380 -0.70
H 14.61464 -7.73216 -10.86830 0.20
H 14.17455 -5.93335 -12.10853 0.34
H 13.82868 -6.22913 -13.81329 0.28
H 15.39784 -5.50902 -13.26432 0.36
H 16.91721 -7.40697 -14.04522 0.36
H 16.22583 -9.02870 -13.65742 -0.13
H 15.35666 -7.95303 -14.82831 0.36
C 18.36081 -8.17832 -9.67022 0.72
O 18.13782 -7.01974 -9.97250 -0.71
N 19.20158 -8.58448 -8.67207 0.26
C 19.53631 -9.99239 -8.61069 -0.36
C 19.89837 -7.62342 -7.88310 -1.08
H 17.80843 -9.02593 -10.14601 -0.21
H 20.57805 -10.19010 -8.91861 0.28
H 18.83512 -10.57444 -9.20739 -0.31
H 19.43039 -10.27784 -7.55177 0.27
H 19.90314 -7.91329 -6.83695 0.31
H 20.95721 -7.51876 -8.23159 0.31
H 19.40782 -6.69090 -8.06498 0.34
C 15.99402 -10.44143 -7.79206 -0.62
O 15.84729 -11.16782 -8.78097 0.11
N 16.23328 -10.96040 -6.57364 0.46
C 16.25259 -12.34739 -6.35546 -0.74
C 16.77865 -10.09427 -5.52972 -1.07
H 15.96783 -9.33712 -7.96854 0.35
H 15.62483 -12.62728 -5.50810 0.36
H 17.24426 -12.76082 -6.13840 0.34
H 15.88061 -12.85315 -7.25234 -0.03
H 16.80050 -9.04078 -5.83674 0.33
H 16.16509 -10.22768 -4.63733 0.35
H 17.75661 -10.47218 -5.23614 0.31
C 20.45271 -15.50401 -9.29840 0.16
O 21.12901 -16.40527 -9.75185 -0.60
N 19.17146 -15.18776 -9.60686 0.14
C 18.47351 -14.15594 -8.84372 -0.75
C 18.50035 -15.97780 -10.56659 -0.43
H 20.92305 -14.83157 -8.54177 0.26
H 17.99176 -13.36412 -9.42523 0.02
H 19.16307 -13.76778 -8.11624 0.25
H 17.63389 -14.61891 -8.31383 0.32
H 17.71226 -16.61554 -10.12144 0.26
H 17.97954 -15.33779 -11.28288 -0.31
H 19.25933 -16.56744 -11.04137 0.42
C 15.18640 -11.71039 -14.53719 -0.18
O 15.54711 -11.29489 -13.43881 -0.37
N 14.44946 -12.73930 -14.80055 0.39
C 14.08156 -13.08359 -16.14341 -0.93
C 13.84715 -13.47282 -13.75345 -0.70
H 15.46296 -11.15344 -15.43511 0.21
H 14.39973 -14.11361 -16.41094 0.29
H 14.60504 -12.37754 -16.79609 0.30
H 13.01330 -12.96497 -16.30716 0.33
H 12.83137 -13.14441 -13.56508 0.63
H 13.87091 -14.55733 -13.92814 0.37
H 14.37384 -13.22011 -12.85248 -0.31
C 11.44095 -11.07247 -5.39270 0.22
O 10.74914 -11.02746 -4.40872 -0.62
N 11.70803 -12.23467 -6.05188 0.15
C 11.27751 -13.48748 -5.55356 -1.06
C 12.47713 -12.22120 -7.26960 -0.03
H 11.73165 -10.13328 -5.85795 0.37
H 12.13362 -14.14646 -5.37124 0.29
H 10.69943 -13.97073 -6.34388 0.29
H 10.70152 -13.29743 -4.65611 0.39
H 12.89286 -11.22727 -7.50663 -0.33
H 13.29940 -12.93518 -7.16885 0.16
H 11.83733 -12.59607 -8.07898 0.15
```


[4]
Below is a cluster of 2 separate species, C11H19Br2F3N2O6P in total in a non-equilibrium geometry, with properties calculated with wB97M-V/def2-TZVPD.

Properties
gap between HOMO and LUMO = 6.557 eV
F_max = 2.96 eV/Å
charge = -1
highest occupied orbital energy = -0.1471 hartree
E_tot = -6780.5597 Ha

XYZ file:
```
44
Properties=species:S:1:pos:R:3:mulliken_charge:R:1
C 3.40324 -0.04238 -1.80087 -1.22
C 2.26240 -0.78219 -2.54643 0.16
Br 2.55498 -2.69391 -2.34493 -0.10
C 0.92594 -0.28964 -1.99521 -1.72
Br 0.66308 -0.88696 -0.15733 0.14
C -0.29162 -0.61130 -2.82628 1.77
N -0.00439 -0.87748 -4.24540 -0.76
C -1.08332 -1.87968 -2.40751 -0.37
O -0.69570 -2.97150 -2.25785 -0.52
N -2.43017 -1.53596 -2.26541 -0.35
C -2.43167 -0.13215 -1.74604 0.53
P -4.13967 0.61897 -1.90433 -0.06
O -4.67237 0.43587 -0.35847 -0.51
O -5.00197 -0.54528 -2.66028 -0.42
C -1.39995 0.47435 -2.67921 -1.40
O -1.02820 1.74878 -2.19422 -0.63
H 4.01279 0.52260 -2.48754 0.29
H 3.99834 -0.74435 -1.25311 0.41
H 2.99727 0.63927 -1.07142 0.35
H 2.37347 -0.52670 -3.58224 0.39
H 1.02437 0.77411 -1.90867 1.01
H -0.80665 -0.63487 -4.80873 0.34
H 0.73793 -0.27697 -4.58335 0.25
H -2.87807 -2.16300 -1.61266 0.40
H -2.15605 -0.19577 -0.69536 0.38
H -4.71982 1.31176 0.04247 0.34
H -5.06753 -1.30902 -2.06397 0.30
H -1.95582 0.67381 -3.58641 0.62
H -0.60235 1.63731 -1.33354 0.34
C 2.61603 1.30592 4.94594 -0.93
C 1.83810 0.04814 5.32244 -0.27
O 0.44237 0.13878 5.18849 -0.38
C -0.15033 -0.06421 3.85662 0.14
O 0.27300 -1.12096 3.23321 -0.80
C -0.02324 1.20031 2.95968 0.69
F -0.16476 2.37521 3.64371 -0.34
F -1.01175 1.21071 2.02839 -0.28
F 1.13175 1.29336 2.27926 -0.25
H 2.09977 2.20047 5.29595 0.22
H 3.61557 1.27521 5.39177 0.41
H 2.74905 1.39088 3.87088 0.14
H 2.00152 -0.12733 6.39213 0.31
H 2.23042 -0.83129 4.80167 0.26
H -1.23599 -0.03295 4.12414 0.13
```


> charge of number 2 (C3H8P2)?

0


> Which formula does entry 2 have?

C3H8P2


> Look up the charge of the second one.

0


> Among the records above, which one has the highest F_max?

C3H5N3OS